{"formula": "C3H4N2", "method": "wB97M-V/def2-TZVPD", "elements": ["C", "C", "N", "C", "N", "H", "H", "H", "H"], "xyz": [[0.561, -1.763, -0.006], [0.361, -0.372, -0.039], [0.724, 0.517, 0.810], [-1.374, 2.911, 0.025], [-1.417, 1.970, -0.679], [0.143, -2.428, -0.735], [-0.130, -0.027, -0.955], [0.031, 1.331, 0.724], [1.101, -2.139, 0.854]], "multiplicity": 1, "homo_lumo_gap_ev": 3.719, "e_lumo_ev": -5.005}